# 1
Formula: C4H4INO
Source: OMol25
Level of theory: ωB97M-V/def2-TZVPD

Positions of all 11 atoms, in Å:
C 0.8546 -2.3658 -0.6923
C 0.6613 -1.3474 -0.0783
C 0.4954 -0.0623 0.6269
N -0.7551 0.6887 0.4396
I -2.6882 -0.0473 0.4806
C -0.5858 1.8201 -0.3620
O 0.4680 2.3106 -0.5704
H 1.1692 -3.2551 -1.0356
H 1.3268 0.5648 0.3265
H 0.6404 -0.4844 1.6352
H -1.5866 2.1781 -0.7703

- Kohn-Sham gap: 0.32133 Eh
- SMILES string: C#CCN(I)C=O
- Lowest unoccupied orbital energy: -0.0283 hartree
- Highest occupied orbital energy: -9.513 eV
- Strongest force on any atom: 3.46 eV Å⁻¹

=====

# 2
Formula: C4H4InO
Source: OMol25
Level of theory: ωB97M-V/def2-TZVPD

Positions of all 10 atoms, in Å:
O -1.3891 0.1478 -1.8210
C -0.3564 0.3111 -1.1730
C 0.3657 -0.7632 -0.5182
C 0.8803 -0.5742 0.6940
C 1.0530 -0.2844 1.9494
H -0.0581 1.3350 -0.8707
H 0.2750 -1.7685 -0.9386
H 2.0110 0.1017 2.3051
In -2.9395 1.4773 -2.1849
H 0.1581 0.0173 2.5579

- Kohn-Sham gap: 0.34681 Eh
- Lowest unoccupied orbital energy: -0.1771 hartree
- Net charge: +1
- Highest occupied orbital energy: -14.257 eV
- Strongest force on any atom: 2.40 eV Å⁻¹

=====

# 3
Formula: C4H4Li2O2
Source: OMol25
Level of theory: ωB97M-V/def2-TZVPD

Positions of all 12 atoms, in Å:
H 2.3750 -1.2195 -0.4400
C -1.0814 0.7528 0.5365
C -0.3014 0.6143 1.6671
C 1.3288 -1.0051 -0.2077
C 0.5608 -1.6473 -1.0197
O -0.0934 -1.6322 -2.0769
O -0.6550 1.1417 -0.6572
Li -1.2425 -0.0101 -2.0078
Li 1.4758 1.1082 -0.8675
H -2.1206 0.3967 0.6371
H -0.6997 0.1237 2.5558
H 0.4536 1.3768 1.8803

- Kohn-Sham gap: 0.22517 Eh
- Lowest unoccupied orbital energy: -0.0262 hartree
- Highest occupied orbital energy: -6.840 eV
- Strongest force on any atom: 4.13 eV Å⁻¹

=====

# 4
Formula: C4H4N2
Source: OMol25
Level of theory: ωB97M-V/def2-TZVPD

Positions of all 10 atoms, in Å:
H -2.5147 -0.8836 0.3197
N -2.3106 0.0384 0.1460
C -1.0263 0.0782 -0.2772
C 0.0954 1.1332 -0.2249
C 1.3147 0.4222 0.1539
C 1.0101 -1.0044 -0.0269
N -0.3577 -1.2534 -0.1878
H -0.1111 2.1474 -0.1512
H 2.0523 1.1422 0.2327
H 1.8478 -1.8202 0.0156

- Kohn-Sham gap: 0.30307 Eh
- SMILES string: [H]/N=C1/C=CC=N1
- Lowest unoccupied orbital energy: -0.0508 hartree
- Highest occupied orbital energy: -9.628 eV
- Strongest force on any atom: 7.73 eV Å⁻¹

=====

# 5
Formula: C4H4N2
Source: OMol25
Level of theory: ωB97M-V/def2-TZVPD

Positions of all 10 atoms, in Å:
C 0.4727 0.1916 -0.1357
C 1.7310 0.6139 -0.1219
N -0.1591 -2.4507 0.1336
N -0.3694 -1.3005 0.0197
C -1.5401 -0.4137 0.1289
C -0.8782 0.7369 -0.0117
H 2.0027 1.6161 0.2031
H 2.5596 -0.0135 -0.4323
H -2.5593 -0.7215 0.3239
H -1.2599 1.7414 -0.1076

- Kohn-Sham gap: 0.30625 Eh
- Lowest unoccupied orbital energy: 0.0099 hartree
- Highest occupied orbital energy: -8.063 eV
- Strongest force on any atom: 0.98 eV Å⁻¹

=====

# 6
Formula: C4H4N2
Source: OMol25
Level of theory: ωB97M-V/def2-TZVPD

Positions of all 10 atoms, in Å:
C -0.8022 -0.6836 -0.0588
C 0.4683 0.0345 0.2517
C 1.6563 -0.6957 -0.2134
N 2.5712 -1.2871 -0.5973
C 0.1690 1.4877 -0.2219
N -0.9421 1.8864 0.0319
H -1.5539 1.0506 0.4412
H -0.7224 -1.7709 -0.1140
H -1.4495 -0.2915 -0.8299
H 0.6053 0.2695 1.3104

- Kohn-Sham gap (alpha / beta): 0.29914 / 0.32019 Eh
- Lowest unoccupied orbital energy (alpha / beta): -0.0479 / -0.0496 hartree
- Highest occupied orbital energy (alpha / beta): -9.443 / -10.062 eV
- Strongest force on any atom: 1.58 eV Å⁻¹

=====

# 7
Formula: C4H4N2
Source: OMol25
Level of theory: ωB97M-V/def2-TZVPD

Positions of all 10 atoms, in Å:
C -1.6891 -1.4201 0.1751
N -1.7213 -0.7800 -0.8941
C -0.8961 -0.1562 0.1838
C 0.9509 -0.0772 -0.1193
C 1.7500 -1.2660 -0.2874
N 1.8751 -0.7186 0.8381
H -1.9304 -2.4368 0.4391
H -1.2995 0.7752 0.5850
H 1.0934 0.8698 -0.4672
H 1.7841 -2.1916 -0.7012

- Kohn-Sham gap: 0.38086 Eh
- SMILES string: C1=N[C@@H]1[C@@H]1C=N1
- Lowest unoccupied orbital energy: 0.0341 hartree
- Highest occupied orbital energy: -9.435 eV
- Strongest force on any atom: 5.48 eV Å⁻¹

=====

# 8
Formula: C4H4N2
Source: OMol25
Level of theory: ωB97M-V/def2-TZVPD

Positions of all 10 atoms, in Å:
C 2.2078 -0.3790 0.0374
C 1.0425 -0.0816 0.1000
C -0.4107 0.1252 0.2935
N -1.2816 -0.8084 -0.4124
C -0.8252 1.5323 0.1158
N -1.1670 2.6346 0.1761
H 3.2475 -0.6274 -0.0004
H -0.6088 0.0037 1.3648
H -1.2783 -0.6506 -1.4153
H -0.9261 -1.7487 -0.2595

- Kohn-Sham gap: 0.40704 Eh
- SMILES string: C#C[C@H](N)C#N
- Lowest unoccupied orbital energy: 0.0229 hartree
- Highest occupied orbital energy: -10.452 eV
- Strongest force on any atom: 1.15 eV Å⁻¹

=====

# 9
Formula: C4H4N2
Source: OMol25
Level of theory: ωB97M-V/def2-TZVPD

Positions of all 10 atoms, in Å:
N 0.4374 0.9501 -0.9673
C -0.6257 0.3785 -0.4943
C -0.6505 -0.9597 -0.0360
C -0.7846 -2.1283 0.2254
C 0.6226 0.8528 1.7556
N 1.7233 0.6037 1.4177
H 1.3262 0.6552 -0.5240
H 0.3859 1.9192 -1.2552
H -1.5784 0.8907 -0.6109
H -0.8563 -3.1623 0.4889

- Kohn-Sham gap (alpha / beta): 0.26541 / 0.26544 Eh
- Lowest unoccupied orbital energy (alpha / beta): -0.0614 / -0.0614 hartree
- Highest occupied orbital energy (alpha / beta): -8.893 / -8.893 eV
- Strongest force on any atom: 1.19 eV Å⁻¹

=====

# 10
Formula: C4H4N2
Source: OMol25
Level of theory: ωB97M-V/def2-TZVPD

Positions of all 10 atoms, in Å:
C 0.1457 0.7566 -0.7015
C -0.9884 -0.0288 -0.4796
C -0.8427 -0.9605 0.5485
N 0.2606 -1.0819 1.2664
N 1.3058 -0.3403 1.0531
C 1.2952 0.5671 0.0940
H 0.1564 1.5069 -1.4791
H -1.8888 0.0828 -1.0581
H -1.6341 -1.6481 0.8172
H 2.1904 1.1462 -0.0608

- Kohn-Sham gap: 0.35652 Eh
- SMILES string: c1ccnnc1
- Lowest unoccupied orbital energy: 0.0220 hartree
- Highest occupied orbital energy: -9.103 eV
- Strongest force on any atom: 1.79 eV Å⁻¹